[1]
The following is a quantum chemistry calculation of the molecule C3H3N3O, from OMol25.

Output
SMILES	O=c1cn[nH]cn1
HOMO	-9.79	eV
electronic energy	-355.581786	Ha
F_max	1.11	eV/A
LUMO	0.18	eV

Element x y z (Å)
O 2.293 -0.219 -0.894
C 1.105 -0.074 -0.716
C 0.537 1.195 -0.182
N -0.452 1.198 0.637
N -1.103 -0.008 0.787
C -0.855 -1.019 -0.109
N 0.134 -1.068 -0.929
H -1.191 -0.285 1.743
H 1.113 2.113 -0.273
H -1.580 -1.833 -0.063

Cartesian forces, eV/Å:
O -0.6 0.0 -0.1
C -0.2 0.2 -0.3
C 0.2 0.0 0.5
N 0.5 -0.2 0.2
N 0.6 0.0 -0.9
C 0.3 -0.4 0.2
N 0.1 0.1 0.2
H -0.8 0.2 0.5
H -0.3 0.0 -0.2
H 0.1 0.1 -0.1

Population analysis type Mulliken, resulting atomic charges in e: atom 1 (O): -0.525, atom 2 (C): 0.505, atom 3 (C): -0.083, atom 4 (N): -0.486, atom 5 (N): 0.003, atom 6 (C): -0.008, atom 7 (N): -0.446, atom 8 (H): 0.255, atom 9 (H): 0.400, atom 10 (H): 0.385



[2]
The following is a quantum chemistry calculation of C58H65BFN5O5P2Sr as an isolated structure, from OMol25.

Output
HOMO	-4.68	eV
electronic energy	-3737.274165	Ha
F_max	2.72	eV/A
LUMO	-1.89	eV

Element x y z (Å)
Sr -1.165 1.076 -0.711
C -2.263 2.687 1.720
P -1.467 1.108 2.309
C -2.320 0.798 3.894
C -3.560 1.348 4.206
C -4.193 1.022 5.404
C -3.605 0.135 6.292
C -2.376 -0.440 5.976
C -1.745 -0.113 4.785
C 0.183 1.693 2.901
C 1.299 1.244 2.197
C 2.584 1.633 2.575
C 2.760 2.465 3.673
C 1.650 2.922 4.382
C 0.375 2.538 3.996
C -3.510 2.315 0.943
C -4.820 2.729 1.116
C -5.580 2.057 0.116
C -4.679 1.287 -0.597
C -4.921 0.319 -1.726
P -3.989 -1.203 -1.201
C -5.103 -1.653 0.186
C -4.551 -1.516 1.461
C -5.322 -1.729 2.599
C -6.654 -2.102 2.473
C -7.219 -2.232 1.209
C -6.452 -1.993 0.075
C -4.305 -2.440 -2.533
C -3.498 -2.292 -3.670
C -3.506 -3.230 -4.693
C -4.306 -4.363 -4.593
C -5.090 -4.540 -3.464
C -5.087 -3.590 -2.446
N -3.412 1.427 -0.097
H -1.536 3.207 1.081
H -2.485 3.356 2.550
H -4.051 2.008 3.502
H -5.155 1.463 5.634
H -4.101 -0.117 7.222
H -1.916 -1.149 6.655
H -0.787 -0.564 4.544
H 1.158 0.556 1.359
H 3.442 1.266 2.018
H 3.755 2.751 3.995
H 1.783 3.572 5.238
H -0.487 2.892 4.555
H -5.186 3.436 1.850
H -6.647 2.125 -0.053
H -4.509 0.668 -2.678
H -5.987 0.134 -1.851
H -3.507 -1.226 1.547
H -4.882 -1.592 3.581
H -7.258 -2.276 3.356
H -8.263 -2.505 1.107
H -6.921 -2.040 -0.903
H -2.831 -1.439 -3.729
H -2.866 -3.092 -5.557
H -4.303 -5.107 -5.380
H -5.707 -5.425 -3.366
H -5.693 -3.768 -1.566
F 4.984 -1.721 -1.864
C 4.698 -0.459 -1.458
C 3.451 0.059 -1.645
C 3.192 1.359 -1.242
C 1.796 1.848 -1.361
O 0.958 1.123 -1.872
C 1.563 3.140 -0.761
C 2.593 3.860 -0.264
N 3.887 3.422 -0.215
C 4.936 4.256 0.318
C 5.440 4.027 1.717
C 4.631 5.249 1.386
C 4.192 2.137 -0.652
C 5.458 1.570 -0.441
C 5.707 0.271 -0.825
N 6.945 -0.347 -0.524
C 7.013 -1.716 -0.073
C 7.975 -1.803 1.095
N 9.312 -1.254 0.635
C 9.203 0.175 0.147
C 8.194 0.193 -0.984
C 0.184 3.826 -0.637
O 0.159 4.898 -0.032
O -0.786 3.184 -1.147
H 2.642 -0.528 -2.073
H 2.378 4.838 0.141
H 5.671 4.548 -0.422
H 6.502 4.122 1.913
H 4.926 3.258 2.281
H 5.138 6.201 1.316
H 3.626 5.302 1.784
H 6.227 2.126 0.082
H 7.348 -2.398 -0.870
H 6.038 -2.061 0.255
H 8.140 -2.821 1.439
H 7.643 -1.175 1.919
H 9.637 -1.831 -0.144
H 10.008 -1.332 1.373
H 10.196 0.500 -0.154
H 8.850 0.767 0.989
H 8.601 -0.394 -1.826
H 8.063 1.214 -1.332
C -0.585 1.406 -6.393
C -1.975 1.589 -5.774
C -2.450 3.038 -5.928
C -2.985 0.620 -6.403
C -1.885 1.282 -4.331
N -1.814 1.046 -3.211
H -0.633 1.649 -7.456
H -0.242 0.376 -6.283
H 0.143 2.063 -5.915
H -2.508 3.281 -6.991
H -1.759 3.730 -5.445
H -3.435 3.175 -5.482
H -3.143 0.899 -7.447
H -3.943 0.657 -5.881
H -2.621 -0.408 -6.365
C -1.487 -3.509 2.400
C -1.091 -3.315 0.945
C -1.941 -4.228 0.067
O -1.416 -1.966 0.572
B -0.380 -1.337 -0.167
O 0.726 -2.259 -0.139
C 0.446 -3.412 0.673
C 1.301 -3.275 1.929
C 0.879 -4.653 -0.093
H -2.577 -3.491 2.483
H -1.093 -2.707 3.025
H -1.133 -4.470 2.787
H -2.996 -3.999 0.247
H -1.777 -5.286 0.295
H -1.742 -4.056 -0.993
H 1.039 -2.367 2.478
H 2.348 -3.192 1.621
H 1.201 -4.135 2.598
H 0.434 -4.671 -1.088
H 0.601 -5.572 0.435
H 1.967 -4.641 -0.209

Cartesian forces, eV/Å:
Sr -0.9 -1.8 -0.3
C -0.2 -0.3 -0.1
P 0.0 0.4 0.4
C 0.0 -0.2 0.0
C -0.1 0.0 0.1
C 0.1 0.0 -0.1
C 0.1 0.0 0.0
C 0.0 0.0 -0.1
C 0.0 0.0 0.1
C 0.0 -0.1 0.0
C 0.1 0.0 0.0
C -0.1 0.0 0.0
C -0.1 0.0 0.0
C 0.0 0.0 -0.1
C 0.0 0.1 0.0
C 0.0 0.0 0.0
C -0.1 0.0 -0.1
C 0.1 0.1 0.1
C 0.2 0.1 0.0
C 0.1 0.0 0.1
P -0.1 0.1 -0.2
C 0.2 -0.1 0.2
C 0.0 0.0 0.0
C 0.0 0.0 -0.1
C 0.0 0.0 -0.1
C 0.1 0.0 0.0
C 0.0 0.1 0.0
C 0.1 -0.1 0.0
C -0.1 0.0 0.0
C 0.0 0.0 0.1
C 0.0 0.0 0.0
C 0.0 0.1 0.0
C 0.0 -0.1 0.0
N -1.6 0.4 0.5
H -0.1 0.0 0.1
H 0.0 0.1 0.1
H 0.0 0.0 0.0
H 0.0 0.0 0.0
H 0.0 0.0 0.0
H 0.0 0.0 0.0
H 0.0 0.0 0.0
H 0.0 0.0 0.1
H 0.0 0.0 0.0
H 0.0 0.0 0.0
H 0.0 0.0 0.0
H 0.0 0.0 0.0
H 0.0 0.0 0.0
H 0.1 0.0 0.0
H 0.0 0.0 0.0
H -0.1 0.0 0.0
H -0.1 0.0 0.0
H 0.0 0.0 0.0
H 0.0 0.0 0.0
H 0.0 0.0 0.0
H 0.0 0.0 0.0
H 0.0 0.0 0.0
H 0.0 0.0 0.0
H 0.0 0.0 0.0
H 0.0 0.0 0.0
H 0.0 0.0 0.0
F 0.0 0.0 0.0
C 0.1 0.0 0.0
C -0.1 -0.4 -0.1
C -0.2 0.3 0.1
C 0.5 0.3 0.3
O 0.4 -0.1 -0.8
C -0.4 0.5 0.0
C 0.3 -0.4 -0.1
N 0.2 -0.1 0.1
C -0.1 -0.1 -0.1
C -0.1 -0.1 0.1
C 0.0 0.1 0.1
C 0.1 0.2 0.1
C 0.0 0.3 0.1
C 0.0 -0.4 -0.1
N 0.1 0.0 0.2
C 0.0 0.2 -0.1
C 0.1 0.1 0.0
N -0.2 0.1 0.0
C 0.0 -0.1 0.1
C -0.1 -0.1 -0.1
C -0.1 -0.1 -0.3
O 0.0 0.0 -0.1
O 1.0 2.5 -0.1
H 0.0 0.0 0.1
H 0.0 0.0 0.0
H 0.0 0.0 -0.1
H -0.1 0.0 0.0
H 0.1 0.1 -0.1
H 0.0 0.0 0.0
H 0.0 -0.1 0.0
H -0.1 0.0 0.0
H 0.0 0.0 0.0
H -0.1 0.0 0.0
H 0.0 0.0 0.0
H 0.0 0.0 0.0
H 0.0 0.0 0.0
H 0.0 0.0 0.1
H 0.0 0.0 0.0
H 0.0 0.0 0.0
H 0.0 0.0 -0.1
H 0.0 0.0 0.0
C 0.0 0.0 0.0
C 0.0 -0.1 0.2
C 0.0 0.0 0.1
C 0.0 0.0 0.0
C 0.0 0.0 -0.1
N -0.1 0.0 -0.6
H 0.0 0.0 0.0
H 0.0 0.0 0.0
H 0.0 0.0 0.0
H 0.0 0.0 0.0
H 0.0 0.0 0.0
H 0.0 0.0 0.0
H 0.0 0.0 0.0
H 0.0 0.0 0.0
H 0.0 0.0 0.0
C -0.1 -0.1 0.1
C -0.1 0.2 -0.1
C 0.0 -0.1 -0.1
O 0.5 0.0 0.0
B 1.0 -1.9 0.7
O -0.4 0.1 -0.1
C 0.0 0.2 -0.1
C 0.0 0.0 0.1
C 0.0 -0.1 0.0
H 0.1 0.0 0.0
H 0.0 0.0 0.0
H 0.0 0.0 0.0
H 0.1 0.0 0.0
H 0.0 0.0 0.0
H 0.0 0.0 0.1
H 0.0 0.0 0.0
H 0.0 0.0 0.0
H 0.0 0.1 0.0
H 0.0 0.0 0.1
H 0.0 0.1 0.0
H -0.1 0.0 0.0

Mulliken atomic charge list, values in e, 99 entries: atom 1 (Sr): 1.487, atom 2 (C): -1.948, atom 3 (P): 2.255, atom 4 (C): 0.313, atom 5 (C): -0.436, atom 6 (C): -0.629, atom 7 (C): -0.544, atom 8 (C): -0.682, atom 9 (C): -0.745, atom 10 (C): -0.408, atom 11 (C): 0.315, atom 12 (C): -0.496, atom 13 (C): -0.574, atom 14 (C): -1.136, atom 15 (C): -0.240, atom 16 (C): 0.007, atom 17 (C): -1.488, atom 18 (C): -1.361, atom 19 (C): -0.276, atom 20 (C): -0.604, atom 21 (P): 1.432, atom 22 (C): 0.264, atom 23 (C): -0.093, atom 24 (C): -0.829, atom 25 (C): -0.612, atom 26 (C): -0.910, atom 27 (C): -0.439, atom 28 (C): 0.385, atom 29 (C): -0.381, atom 30 (C): -0.773, atom 31 (C): -0.550, atom 32 (C): -0.821, atom 33 (C): -0.494, atom 34 (N): 1.484, atom 35 (H): 0.612, atom 36 (H): 0.751, atom 37 (H): -0.050, atom 38 (H): 0.429, atom 39 (H): 0.357, atom 40 (H): 0.410, atom 41 (H): 0.355, atom 42 (H): 0.192, atom 43 (H): 0.583, atom 44 (H): 0.419, atom 45 (H): 0.416, atom 46 (H): 0.444, atom 47 (H): 0.666, atom 48 (H): 0.458, atom 49 (H): 0.330, atom 50 (H): 0.586, atom 51 (H): 0.042, atom 52 (H): 0.434, atom 53 (H): 0.382, atom 54 (H): 0.395, atom 55 (H): 0.521, atom 56 (H): 0.125, atom 57 (H): 0.400, atom 58 (H): 0.365, atom 59 (H): 0.400, atom 60 (H): 0.444, atom 61 (F): -0.418, atom 62 (C): 0.389, atom 63 (C): -0.837, atom 64 (C): 0.449, atom 65 (C): 0.777, atom 66 (O): -0.631, atom 67 (C): 0.456, atom 68 (C): -0.430, atom 69 (N): 0.524, atom 70 (C): -0.313, atom 71 (C): -0.250, atom 72 (C): -1.077, atom 73 (C): 0.130, atom 74 (C): -0.625, atom 75 (C): -0.893, atom 76 (N): 0.440, atom 77 (C): -0.555, atom 78 (C): -0.856, atom 79 (N): -0.162, atom 80 (C): -0.696, atom 81 (C): -0.809, atom 82 (C): -0.164, atom 83 (O): -0.842, atom 84 (O): -0.670, atom 85 (H): 0.521, atom 86 (H): 0.754, atom 87 (H): 0.479, atom 88 (H): 0.336, atom 89 (H): -0.047, atom 90 (H): 0.266, atom 91 (H): 0.296, atom 92 (H): 0.645, atom 93 (H): 0.371, atom 94 (H): 0.414, atom 95 (H): 0.417, atom 96 (H): 0.351, atom 97 (H): 0.386, atom 98 (H): 0.350, atom 99 (H): 0.407



[3]
The following is a quantum chemistry calculation of C14H26O4P2Zr as an isolated structure, from OMol25.

Output
HOMO	-13.32	eV
electronic energy	-1579.053322	Ha
F_max	10.74	eV/A
total charge	+2
LUMO	-10.03	eV

Element x y z (Å)
Zr -0.111 -0.186 0.123
H 0.727 1.164 -1.157
H 1.427 0.848 -0.814
P -1.741 0.327 -1.749
P 1.645 -1.214 1.559
C 1.357 -0.805 3.305
H 2.068 -1.382 3.912
H 1.489 0.277 3.449
H 0.318 -1.044 3.565
C 1.429 -3.001 1.390
H 1.603 -3.291 0.346
H 2.145 -3.492 2.059
H 0.395 -3.264 1.640
C 3.366 -0.833 1.189
H 3.551 0.240 1.327
H 4.004 -1.430 1.852
H 3.570 -1.071 0.137
C -2.498 -1.284 -2.199
H -3.246 -1.139 -2.991
H -1.708 -1.970 -2.538
H -2.953 -1.727 -1.304
C -3.143 1.377 -1.255
H -2.759 2.380 -1.023
H -3.884 1.417 -2.066
H -3.594 0.968 -0.341
C -1.136 1.009 -3.312
H -0.313 0.385 -3.683
H -1.946 1.041 -4.053
H -0.738 2.015 -3.125
C -1.037 1.134 1.476
O -1.438 1.895 2.282
H -1.174 -1.481 0.556
O 3.443 2.361 3.100
C 3.206 3.616 2.622
C 3.995 4.655 3.135
C 3.784 5.945 2.655
C 2.814 6.244 1.682
C 2.036 5.207 1.182
C 2.217 3.904 1.650
C 1.312 2.859 1.086
O 0.513 3.128 0.181
O 1.489 1.667 1.588
H 2.780 1.783 2.648
H 4.739 4.391 3.889
H 4.408 6.737 3.064
H 2.648 7.252 1.306
H 1.264 5.339 0.429

Cartesian forces, eV/Å:
Zr 2.0 1.5 1.1
H 2.4 -0.2 0.0
H -1.0 1.0 -1.4
P -1.8 -0.2 -2.7
P 1.9 -1.2 0.7
C -0.5 0.5 -0.1
H -0.2 0.1 -0.1
H 0.1 -0.5 0.1
H 0.3 -0.2 0.2
C 0.0 -0.1 0.0
H 0.1 -0.1 0.3
H -0.2 -0.2 -0.2
H 0.3 -0.1 0.1
C 0.2 0.1 -0.2
H 0.0 -0.3 0.1
H 0.0 0.2 -0.2
H 0.1 -0.1 0.3
C 0.2 -0.1 0.3
H 0.2 0.0 0.2
H -0.3 0.1 -0.1
H 0.0 0.1 -0.3
C 0.3 0.2 0.6
H -0.2 -0.1 -0.2
H 0.3 -0.1 0.2
H -0.1 0.1 -0.3
C 0.3 0.1 0.0
H -0.2 0.1 -0.1
H 0.2 0.0 0.2
H -0.2 -0.1 -0.2
C -3.7 7.1 7.2
O 2.0 -4.6 -4.6
H -1.0 -1.0 0.3
O -0.6 -0.1 -0.6
C 0.2 0.2 0.2
C -0.5 -0.2 -0.5
C 0.2 0.0 0.2
C -0.3 -0.5 -0.2
C 0.3 0.4 0.2
C -0.3 -0.7 0.0
C 1.5 1.2 0.4
O -0.9 -1.5 -0.1
O -1.8 -1.7 -1.3
H 0.6 0.5 0.5
H -0.2 0.3 -0.3
H -0.2 0.0 -0.1
H 0.2 -0.2 0.2
H 0.2 0.3 0.1

Population analysis type Mulliken, resulting atomic charges in e: atom 1 (Zr): -0.922, atom 2 (H): -0.080, atom 3 (H): 0.355, atom 4 (P): 1.113, atom 5 (P): 1.229, atom 6 (C): -1.066, atom 7 (H): 0.494, atom 8 (H): 0.251, atom 9 (H): 0.362, atom 10 (C): -1.113, atom 11 (H): 0.391, atom 12 (H): 0.416, atom 13 (H): 0.423, atom 14 (C): -1.118, atom 15 (H): 0.313, atom 16 (H): 0.447, atom 17 (H): 0.362, atom 18 (C): -1.225, atom 19 (H): 0.404, atom 20 (H): 0.396, atom 21 (H): 0.408, atom 22 (C): -1.277, atom 23 (H): 0.392, atom 24 (H): 0.430, atom 25 (H): 0.401, atom 26 (C): -1.203, atom 27 (H): 0.390, atom 28 (H): 0.406, atom 29 (H): 0.412, atom 30 (C): 0.580, atom 31 (O): -0.108, atom 32 (H): 0.165, atom 33 (O): -0.666, atom 34 (C): 0.444, atom 35 (C): -0.686, atom 36 (C): -0.270, atom 37 (C): -0.770, atom 38 (C): -0.504, atom 39 (C): -0.149, atom 40 (C): 1.170, atom 41 (O): -0.586, atom 42 (O): -0.281, atom 43 (H): 0.168, atom 44 (H): 0.459, atom 45 (H): 0.400, atom 46 (H): 0.427, atom 47 (H): 0.416



Question: LUMO of number 1 (C3H3N3O)?
Answer: 0.18 eV



Question: Look up the electronic energy of the first one.
Answer: -355.581786 Ha



Question: Among the records above, which one has the highest HOMO?
Answer: C58H65BFN5O5P2Sr



Question: The highest electronic energy belongs to which entry?
Answer: C3H3N3O